No. 1
Entry from the Open Molecules 2025 dataset: a structure of composition C55H60ClGe2NaO5S4 (ωB97M-V/def2-TZVPD).

Geometry as XYZ:
```
128
Properties=species:S:1:pos:R:3:mulliken_charge:R:1
Na -7.9788 -20.4586 -14.3998 1.023
Cl -12.9601 -14.4673 -13.5867 -0.274
C -12.0280 -15.7826 -12.9220 0.390
C -11.1309 -15.4454 -11.9334 -0.713
C -10.2828 -16.3921 -11.3917 -0.482
C -10.2288 -17.7484 -11.8635 0.410
O -9.4269 -18.5528 -11.3428 -0.660
C -11.2603 -18.0574 -12.8813 0.838
C -11.2029 -19.3345 -13.5528 -0.574
O -10.2317 -20.0975 -13.5195 -0.467
C -12.1713 -17.0893 -13.3589 -0.746
H -11.1641 -14.4054 -11.6183 0.365
H -9.6024 -16.0825 -10.6176 0.355
H -12.0667 -19.6094 -14.1320 0.286
H -12.9948 -17.3695 -14.0316 0.304
C 1.6933 -16.9025 -20.3875 -1.651
C 0.2032 -16.8535 -20.2456 0.479
C -0.6168 -17.9165 -20.6293 -0.812
C -2.0186 -17.7832 -20.6385 0.997
C -2.8341 -18.9849 -21.0948 -1.947
C -2.5539 -16.5999 -20.2152 0.630
C -1.7465 -15.5820 -19.5725 0.901
C -2.2820 -14.4710 -18.7672 -0.985
C -0.4017 -15.7050 -19.6874 -0.821
C -4.0040 -16.3471 -20.4726 -0.702
C -4.2827 -16.0960 -21.8466 -0.576
C -5.5692 -15.7484 -22.2371 -1.380
C -6.5272 -15.4737 -21.2848 -0.808
C -6.2460 -15.6315 -19.9118 0.508
C -5.0511 -16.2778 -19.5387 1.750
Ge -5.0433 -17.3682 -17.8567 -0.025
S -6.9265 -18.4367 -17.8449 -0.820
S -4.5254 -16.7527 -15.6571 -0.425
Ge -3.6888 -18.9187 -15.5125 1.169
S -4.8804 -20.5820 -14.8042 -0.861
S -3.5047 -18.9772 -17.7769 -0.512
C -2.1386 -18.9278 -14.2688 -0.383
C -0.8445 -19.4569 -14.6652 0.612
C 0.2436 -19.4005 -13.7629 -0.292
C 0.0804 -18.6755 -12.5918 -0.878
C -1.1556 -18.1975 -12.2343 -0.190
C -2.2842 -18.3927 -12.9658 -0.086
C -3.5871 -18.1524 -12.2379 0.264
C -4.1008 -16.8670 -12.0313 1.270
C -3.4031 -15.6316 -12.5812 -1.996
C -5.1776 -16.7137 -11.0929 -0.970
C -5.8274 -17.8350 -10.6111 1.328
C -6.8458 -17.7253 -9.4726 -1.510
C -5.4706 -19.1081 -11.1172 -1.309
C -4.2649 -19.2906 -11.7398 1.392
C -3.5853 -20.6378 -11.6845 -1.247
C -0.6354 -20.2096 -15.9435 -0.462
C -0.9333 -21.5805 -16.1320 1.734
C -1.4981 -22.4010 -15.0498 -1.492
C -0.6577 -22.2524 -17.2831 -1.010
C -0.1575 -21.5856 -18.4068 0.462
C 0.1256 -22.3395 -19.6745 -2.080
C 0.1357 -20.2305 -18.2808 -0.398
C -0.0183 -19.5694 -17.0953 0.764
C 0.3073 -18.1152 -17.0062 -1.533
C -7.2858 -15.2656 -18.9323 0.306
C -8.5716 -15.7892 -19.0168 1.321
C -8.8869 -16.8349 -20.0345 -1.790
C -9.5524 -15.4122 -18.1606 -1.094
C -9.3599 -14.4396 -17.1843 0.677
C -10.4917 -14.0489 -16.2642 -1.498
C -8.0866 -13.8821 -17.0801 -1.189
C -7.0548 -14.2388 -17.9486 0.964
C -5.7540 -13.5319 -17.7655 -0.943
H 1.9900 -17.8885 -20.7946 0.340
H 2.2577 -16.7239 -19.4735 0.309
H 2.0099 -16.1972 -21.1603 0.465
H -0.1802 -18.8306 -21.0144 0.390
H -2.4801 -19.8615 -20.5779 0.340
H -2.5198 -19.1436 -22.1198 0.639
H -3.9477 -18.8314 -20.9180 0.149
H -3.1381 -13.9048 -19.1949 0.026
H -1.5077 -13.7103 -18.6926 0.637
H -2.5541 -14.7864 -17.7164 -0.038
H 0.1925 -14.8205 -19.3037 0.134
H -3.3854 -16.2022 -22.4568 0.513
H -5.8196 -15.6238 -23.2774 0.362
H -7.4251 -14.9619 -21.5984 0.680
H 1.1941 -19.8946 -14.0838 0.353
H 0.9558 -18.4083 -11.9666 0.306
H -1.2066 -17.7184 -11.2235 0.213
H -2.6373 -15.3077 -11.9043 0.396
H -4.1392 -14.8298 -12.6456 0.432
H -2.9661 -15.7489 -13.5617 0.245
H -5.5139 -15.6738 -10.7200 -0.016
H -7.1243 -16.6789 -9.3936 0.311
H -6.4063 -18.0274 -8.5345 0.321
H -7.7305 -18.2375 -9.7355 0.358
H -6.1700 -19.9127 -10.8747 0.281
H -2.6073 -20.4393 -11.2565 0.364
H -3.4800 -21.0878 -12.6794 0.048
H -4.1363 -21.3969 -11.0714 0.393
H -0.9835 -22.3261 -14.0475 0.183
H -1.4828 -23.4432 -15.3403 0.516
H -2.5699 -22.1011 -14.8781 0.059
H -0.9309 -23.2920 -17.3195 0.312
H -0.5646 -23.1426 -19.8175 0.392
H 1.0946 -22.7149 -19.6770 0.459
H 0.0191 -21.6638 -20.4857 0.361
H 0.5553 -19.6123 -19.0497 0.430
H 1.0719 -17.8062 -17.7059 0.343
H 0.6775 -17.8541 -16.0035 0.537
H -0.6075 -17.4535 -17.0759 -0.015
H -8.5955 -16.5503 -21.0689 0.328
H -9.9776 -17.0143 -19.9559 0.407
H -8.4188 -17.7622 -19.7911 0.273
H -10.5908 -15.7549 -18.2557 0.235
H -10.0842 -13.5575 -15.3836 0.389
H -11.1559 -14.8780 -15.9835 0.256
H -11.1412 -13.3524 -16.8088 0.307
H -7.8967 -13.0582 -16.3557 0.152
H -5.4509 -13.0076 -18.6905 0.193
H -4.9443 -14.1310 -17.3487 -0.002
H -5.9671 -12.7852 -16.9590 0.394
O -7.6606 -17.7107 -15.0292 -0.121
H -6.8837 -17.4860 -14.4764 0.137
H -7.4012 -17.7949 -15.9836 -0.117
O -8.5048 -21.7311 -12.3246 -0.627
H -8.5028 -22.2394 -11.5124 0.255
H -9.2017 -21.0689 -12.1120 0.313
O -7.3987 -21.3685 -16.5798 -0.732
H -6.4739 -21.5948 -16.3362 0.260
H -7.2601 -20.5465 -17.0844 0.263
```

Output
Energy above the lowest of the compared OMol25 structures with the same formula, charge and spin, kJ/mol: 313.7
Max |F|, eV/A: 3.03
LUMO, eV: 3.42
Gap between HOMO and LUMO, eV: 5.81
Net charge: -2
Molecular weight, g/mol: 1133.01
Electronic energy, Ha: -8877.41579

=====

No. 2
Entry from the Open Molecules 2025 dataset: a structure of composition C36H91AlBN6O9 (ωB97M-V/def2-TZVPD).

Geometry as XYZ:
```
144
Properties=species:S:1:pos:R:3:mulliken_charge:R:1
C -4.3316 3.6317 4.4852 -0.684
C -5.9494 3.5640 4.1653 -0.245
C -6.2975 3.9569 2.5846 -0.148
C -5.8653 2.7288 1.5890 0.211
C -7.0903 1.7561 1.1036 -0.440
C -8.3058 1.5633 2.1841 -0.453
C -8.0065 0.4992 3.3940 -0.793
C -6.5821 -0.3034 3.2828 -0.319
C -6.7338 -1.5750 2.2268 -0.732
C -5.3421 -1.9339 1.4229 0.393
C -4.9622 -3.5516 1.5194 -0.678
C -4.8418 -4.2264 -0.0017 -0.711
Al -3.1485 -3.3747 -0.8685 -0.467
N -2.2189 -4.6332 -2.0309 -0.576
B -3.6557 -1.7349 -2.0732 0.548
N -2.9700 -0.4218 -1.7333 -0.632
O -4.6531 -1.9200 -3.1767 -0.567
H -4.1276 2.7880 5.2976 0.342
H -3.6777 3.3702 3.5493 -0.015
H -4.0565 4.6602 4.9788 0.238
H -6.5474 4.2578 4.9160 0.340
H -6.2942 2.4671 4.3825 -0.040
H -5.6288 4.9185 2.3536 -0.297
H -7.4091 4.3056 2.4713 0.403
H -4.9501 2.1724 2.0744 -0.039
H -5.4360 3.2407 0.6001 -0.087
H -7.5740 2.2829 0.1475 0.415
H -6.6143 0.7597 0.7043 -0.052
H -8.7024 2.5484 2.6756 0.198
H -9.2270 1.1151 1.5710 0.341
H -8.1331 1.0256 4.4537 0.296
H -8.8609 -0.3336 3.3664 0.375
H -6.3969 -0.8068 4.3487 0.342
H -5.6447 0.3669 3.0799 0.111
H -7.0593 -2.5004 2.8657 0.319
H -7.5894 -1.3392 1.4423 0.222
H -5.5658 -1.7428 0.2692 -0.241
H -4.4156 -1.2858 1.8042 0.030
H -5.8029 -4.1551 2.0846 0.329
H -3.9575 -3.7489 2.0876 0.237
H -4.6581 -5.3867 0.0890 0.279
H -5.8087 -4.0716 -0.6422 0.260
H -2.2224 -2.8910 0.3605 -0.102
H -2.6918 -4.7028 -2.9705 0.188
H -1.2954 -4.1598 -2.2202 0.135
H -2.6895 -0.4315 -0.7143 0.223
H -3.7554 0.2958 -1.7601 0.181
H -5.5356 -1.7057 -2.7107 0.267
C 1.1494 -1.4640 5.3773 -0.713
O 2.1397 -0.8798 4.5389 -0.334
C 3.0640 -1.8270 3.9832 -0.895
C 2.7832 -2.0552 2.4842 0.320
N 1.5408 -2.7993 2.2737 -0.371
C 1.0306 -2.7500 0.8971 -0.661
C 0.7606 -1.3692 0.2622 -0.607
O -0.3487 -0.6624 0.8182 -0.305
C -0.0818 -0.0249 2.0591 -0.550
H 0.6649 -0.6613 5.9400 0.233
H 0.3772 -1.9584 4.7806 0.301
H 1.5846 -2.1739 6.0804 0.328
H 3.0695 -2.7709 4.5433 0.414
H 4.0527 -1.3812 4.0822 0.339
H 3.6185 -2.6143 2.0470 0.097
H 2.7507 -1.0707 2.0131 0.121
H 0.8217 -2.4389 2.8905 0.155
H 0.0816 -3.3046 0.9040 0.459
H 1.7144 -3.3112 0.2540 0.294
H 0.4946 -1.5490 -0.7852 0.383
H 1.6522 -0.7332 0.2338 0.327
H 0.9300 0.3853 2.1092 0.306
H -0.2603 -0.7247 2.8759 0.124
H -0.7908 0.7979 2.1842 0.274
C 6.3745 -5.1291 1.5885 -0.698
O 7.1511 -4.0357 2.0643 -0.241
C 8.5666 -4.2173 1.9109 -0.840
C 9.1138 -3.3360 0.7699 -0.148
N 8.6791 -3.8179 -0.5418 -0.293
C 8.8590 -2.8511 -1.6329 -0.592
C 8.2007 -1.4613 -1.4996 -0.612
O 6.7753 -1.4644 -1.5867 -0.464
C 6.1114 -1.8780 -0.4010 -0.205
H 5.3564 -5.0134 1.9702 0.214
H 6.3181 -5.1196 0.4959 0.244
H 6.7722 -6.0846 1.9300 0.377
H 8.8314 -5.2732 1.7707 0.367
H 9.0187 -3.8872 2.8451 0.390
H 10.2090 -3.3392 0.8119 0.424
H 8.7701 -2.3176 0.9617 0.141
H 7.6982 -4.0704 -0.5017 0.038
H 8.4490 -3.3287 -2.5339 0.253
H 9.9309 -2.7230 -1.8090 0.416
H 8.5423 -0.8660 -2.3535 0.363
H 8.5348 -0.9167 -0.6096 0.406
H 6.6199 -1.5358 0.5038 0.374
H 6.0033 -2.9629 -0.4016 -0.146
H 5.1022 -1.4575 -0.4058 0.229
C 4.8656 -3.3613 -8.7011 -0.709
O 5.6678 -2.4658 -7.9400 -0.330
C 4.9391 -1.3611 -7.3841 -0.828
C 4.7478 -1.5374 -5.8642 -0.030
N 3.8011 -2.6109 -5.5590 -0.328
C 3.8331 -3.0688 -4.1637 -1.014
C 5.1743 -3.5664 -3.5838 0.366
O 5.6330 -4.8081 -4.1195 -0.494
C 6.2381 -4.7116 -5.4011 -0.514
H 5.5329 -4.0076 -9.2780 0.227
H 4.2721 -4.0050 -8.0451 0.300
H 4.2093 -2.8289 -9.3892 0.332
H 3.9824 -1.2015 -7.8978 0.385
H 5.5526 -0.4769 -7.5515 0.403
H 4.3770 -0.5968 -5.4409 0.396
H 5.7344 -1.7344 -5.4400 0.043
H 3.9882 -3.4075 -6.1575 0.128
H 3.1142 -3.8977 -4.0985 0.370
H 3.4440 -2.2686 -3.5276 0.387
H 5.0078 -3.7543 -2.5174 0.198
H 5.9637 -2.8081 -3.6286 -0.010
H 6.8235 -3.7964 -5.5191 0.250
H 5.4727 -4.7878 -6.1738 0.141
H 6.9084 -5.5654 -5.5317 0.336
C -2.2732 10.4401 -0.6509 -0.706
O -3.3911 10.1437 0.1779 -0.324
C -4.4724 9.4995 -0.5121 -0.854
C -4.5535 8.0064 -0.1353 -0.089
N -3.4381 7.2449 -0.6990 -0.377
C -3.2517 5.9140 -0.1059 -0.742
C -3.0510 5.8113 1.4212 0.018
O -1.8041 6.3209 1.8956 -0.475
C -1.7437 7.7365 1.9962 -0.484
H -1.6265 11.1376 -0.1115 0.229
H -1.6875 9.5379 -0.8511 0.303
H -2.5789 10.8987 -1.5911 0.328
H -4.4070 9.6409 -1.5986 0.393
H -5.3844 9.9883 -0.1722 0.402
H -5.4981 7.5958 -0.5102 0.372
H -4.5700 7.9538 0.9551 0.141
H -2.5774 7.7672 -0.5804 0.157
H -2.3609 5.4876 -0.5883 0.386
H -4.0960 5.2833 -0.3983 0.297
H -3.0409 4.7440 1.6680 0.095
H -3.8861 6.2362 1.9888 0.282
H -2.6913 8.1732 2.3213 0.245
H -1.4266 8.1580 1.0420 0.122
H -0.9770 7.9981 2.7303 0.333
```

Output
Max |F|, eV/A: 3.12
LUMO, eV: 2.09
Gap between HOMO and LUMO, eV: 5.47
Net charge: -1
Molecular weight, g/mol: 789.95
Electronic energy, Ha: -2698.90252

=====

No. 3
Entry from the Open Molecules 2025 dataset: a structure of composition C6H11ClO (ωB97M-V/def2-TZVPD).

Geometry as XYZ:
```
19
Properties=species:S:1:pos:R:3:nbo_charge:R:1
C 1.3847 0.6724 0.9190 -0.666
C 1.0001 0.1048 -0.4822 0.079
C -0.3635 -0.5893 -0.2448 -0.123
C -0.1551 -1.9181 0.2010 -0.627
C -1.4457 0.1682 -0.1658 -0.028
C -1.7102 1.5906 -0.4978 -0.669
H 2.2088 1.4955 0.9107 0.228
H 1.3998 -0.0470 1.7112 0.226
H 0.4646 1.1112 1.3366 0.227
H 0.8946 0.9396 -1.1416 0.195
H 2.6046 -1.0889 -0.4256 0.464
H -0.3889 -2.7503 -0.7893 0.257
H -1.0477 -2.2740 1.1968 0.252
H 1.2093 -1.9951 0.5613 0.210
H -2.4914 2.2307 0.1322 0.253
H -2.0498 1.6858 -1.6856 0.243
H -0.6735 2.1019 -0.2534 0.223
O 2.0869 -0.7004 -1.1302 -0.708
Cl -2.9277 -0.7377 -0.1526 -0.035
```

Output
Energy above the lowest of the compared OMol25 structures with the same formula, charge and spin, kJ/mol: 463.3
Max |F|, eV/A: 5.94
LUMO, eV: 0.54
Gap between HOMO and LUMO, eV: 9.34
Net charge: 0
Molecular weight, g/mol: 134.61
Electronic energy, Ha: -770.47294

=====

No. 4
Entry from the Open Molecules 2025 dataset: a cluster of 2 separate species, C4H7NO in total (ωB97M-V/def2-TZVPD).

Geometry as XYZ:
```
13
Properties=species:S:1:pos:R:3:nbo_charge:R:1
C -0.7039 -1.4590 0.4529 -0.733
C -0.3932 1.1102 -1.4147 -0.156
O -0.0682 1.6392 -0.2764 -0.356
C 1.0059 1.4751 0.4366 -0.165
C 0.5465 -1.6680 -0.2742 0.300
N 1.5401 -1.8074 -0.8503 -0.352
H -0.6875 -0.4623 0.9061 0.262
H -1.5522 -1.5372 -0.2299 0.257
H -0.8036 -2.2065 1.2432 0.253
H -1.3540 1.4137 -1.8000 0.173
H 0.3064 0.4514 -1.9162 0.172
H 1.0439 2.0611 1.3416 0.174
H 1.8257 0.8905 0.0342 0.172
```

Output
Energy above the lowest of the compared OMol25 structures with the same formula, charge and spin, kJ/mol: 447.2
Max |F|, eV/A: 1.15
LUMO (spin up / spin down), eV: 0.58 / 0.59
Gap between HOMO and LUMO (spin up / spin down), eV: 8.22 / 8.25
Net charge: 0
Molecular weight, g/mol: 85.11
Electronic energy, Ha: -286.46133